[1]
DFT (ωB97M-V with the def2-TZVPD basis set) results for a cluster of 2 separate species, C2H6N4S in total.

Last column: Löwdin charge in e.
Positions of all 13 atoms, in Å:
C 0.67984 0.26335 -0.49852  -0.22
C -0.06876 -1.00079 -0.12955  -0.08
N 3.75667 1.80840 -0.26354  0.18
N 0.16285 1.45155 -0.20698  -0.19
N -0.97542 1.83024 0.34710  0.00
N 3.88807 0.71391 0.01649  -0.79
S 4.16615 -0.78160 0.23614  0.67
H 1.67741 0.18378 -0.89523  0.04
H -0.31529 -0.73387 0.96208  0.10
H 0.72352 -1.75584 -0.11945  0.06
H -0.91205 -1.02097 -0.81390  0.08
H 0.72344 2.21997 -0.68838  0.17
H -1.44022 1.05355 0.76061  -0.02

Atomic forces in eV per Å
-0.80 0.08 0.58
1.58 2.70 1.88
0.03 -2.37 0.96
0.89 0.00 -1.69
1.37 1.19 -0.69
-0.07 4.20 -1.42
0.17 -1.80 0.53
-0.11 0.52 -0.27
-0.44 -1.16 -1.37
-0.94 -0.48 -0.32
-0.30 -0.91 0.32
-1.17 -0.86 1.38
-0.20 -1.11 0.12

Output
Strongest force on any atom (eV/Å): 4.44
Energy above the lowest of the compared OMol25 structures with the same formula, charge and spin (eV): 3.817
Net charge: 0
E_tot (Ha): -696.8858
Orbital gap (alpha / beta) (eV): 7.690 / 7.688

***

[2]
DFT (ωB97M-V with the def2-TZVPD basis set) results for a structure of composition C2H6N4S2.

Last column: Löwdin charge in e.
Positions of all 14 atoms, in Å:
C 1.89748 -0.29106 0.14366  -0.76
C -2.01272 -0.19045 0.07922  -0.81
H 2.78337 1.48241 -0.04812  0.10
H 0.69414 1.57444 0.31965  0.21
H 2.66289 -2.01044 -0.12447  -0.02
H -1.43354 1.52685 1.01323  0.11
H -1.97809 1.83754 -0.61978  0.07
H -2.82231 -1.87112 -0.68537  0.03
N 1.87153 1.06356 0.21946  0.01
N 3.03012 -1.01439 -0.25733  -0.03
N -1.41651 1.20053 -0.05121  -0.05
N -2.63422 -0.88406 -1.07487  0.03
S 0.41700 -1.43135 -0.09177  0.57
S -1.05913 -0.99245 1.17769  0.53

Atomic forces in eV per Å
3.11 -2.72 -2.82
-1.85 0.21 -8.83
-1.38 0.13 0.38
5.13 -1.99 -0.90
1.19 1.39 -0.41
-0.01 -0.44 -3.03
0.03 -0.23 0.11
0.57 1.71 -0.65
-4.14 0.38 0.66
-4.98 1.23 2.28
-2.16 -1.16 3.04
1.86 2.64 6.72
2.09 0.83 0.10
0.53 -1.99 3.35

Output
Strongest force on any atom (eV/Å): 9.03
Energy above the lowest of the compared OMol25 structures with the same formula, charge and spin (eV): 4.621
Net charge: 0
E_tot (Ha): -1095.0543
Orbital gap (eV): 8.194

***

Please write out number 1 again, unchanged.
DFT (ωB97M-V with the def2-TZVPD basis set) results for a cluster of 2 separate species, C2H6N4S in total.

Last column: Löwdin charge in e.
Positions of all 13 atoms, in Å:
C 0.67984 0.26335 -0.49852  -0.22
C -0.06876 -1.00079 -0.12955  -0.08
N 3.75667 1.80840 -0.26354  0.18
N 0.16285 1.45155 -0.20698  -0.19
N -0.97542 1.83024 0.34710  0.00
N 3.88807 0.71391 0.01649  -0.79
S 4.16615 -0.78160 0.23614  0.67
H 1.67741 0.18378 -0.89523  0.04
H -0.31529 -0.73387 0.96208  0.10
H 0.72352 -1.75584 -0.11945  0.06
H -0.91205 -1.02097 -0.81390  0.08
H 0.72344 2.21997 -0.68838  0.17
H -1.44022 1.05355 0.76061  -0.02

Atomic forces in eV per Å
-0.80 0.08 0.58
1.58 2.70 1.88
0.03 -2.37 0.96
0.89 0.00 -1.69
1.37 1.19 -0.69
-0.07 4.20 -1.42
0.17 -1.80 0.53
-0.11 0.52 -0.27
-0.44 -1.16 -1.37
-0.94 -0.48 -0.32
-0.30 -0.91 0.32
-1.17 -0.86 1.38
-0.20 -1.11 0.12

Output
Strongest force on any atom (eV/Å): 4.44
Energy above the lowest of the compared OMol25 structures with the same formula, charge and spin (eV): 3.817
Net charge: 0
E_tot (Ha): -696.8858
Orbital gap (alpha / beta) (eV): 7.690 / 7.688

***

Repeat the first record exactly.
DFT (ωB97M-V with the def2-TZVPD basis set) results for a cluster of 2 separate species, C2H6N4S in total.

Last column: Löwdin charge in e.
Positions of all 13 atoms, in Å:
C 0.67984 0.26335 -0.49852  -0.22
C -0.06876 -1.00079 -0.12955  -0.08
N 3.75667 1.80840 -0.26354  0.18
N 0.16285 1.45155 -0.20698  -0.19
N -0.97542 1.83024 0.34710  0.00
N 3.88807 0.71391 0.01649  -0.79
S 4.16615 -0.78160 0.23614  0.67
H 1.67741 0.18378 -0.89523  0.04
H -0.31529 -0.73387 0.96208  0.10
H 0.72352 -1.75584 -0.11945  0.06
H -0.91205 -1.02097 -0.81390  0.08
H 0.72344 2.21997 -0.68838  0.17
H -1.44022 1.05355 0.76061  -0.02

Atomic forces in eV per Å
-0.80 0.08 0.58
1.58 2.70 1.88
0.03 -2.37 0.96
0.89 0.00 -1.69
1.37 1.19 -0.69
-0.07 4.20 -1.42
0.17 -1.80 0.53
-0.11 0.52 -0.27
-0.44 -1.16 -1.37
-0.94 -0.48 -0.32
-0.30 -0.91 0.32
-1.17 -0.86 1.38
-0.20 -1.11 0.12

Output
Strongest force on any atom (eV/Å): 4.44
Energy above the lowest of the compared OMol25 structures with the same formula, charge and spin (eV): 3.817
Net charge: 0
E_tot (Ha): -696.8858
Orbital gap (alpha / beta) (eV): 7.690 / 7.688